{"formula": "C31H25N2O5PPb", "method": "ωB97M-V/def2-TZVPD", "e_homo_ev": -14.58, "charge": 2, "homo_lumo_gap_ev": 8.7, "energy_ev": -60293.7172, "lumo_ev": -5.9, "mol_weight_g_mol": 743.7, "spin_multiplicity": 1, "relative_energy_kj_mol": 0.00, "symbols": ["Pb", "O", "C", "O", "C", "C", "N", "N", "C", "C", "O", "O", "H", "H", "H", "C", "C", "C", "C", "C", "C", "P", "C", "C", "C", "C", "C", "C", "C", "C", "C", "C", "C", "C", "H", "H", "H", "H", "H", "H", "H", "H", "H", "H", "H", "H", "H", "H", "C", "C", "O", "C", "C", "C", "C", "C", "C", "H", "H", "H", "H", "H", "H", "H", "H"], "positions_angstrom": [[0.564, -0.581, -1.722], [-5.826, -0.984, 0.582], [-4.620, -0.895, 1.113], [-4.401, -0.383, 2.170], [-3.473, -1.455, 0.311], [-3.308, -2.647, -0.379], [-2.042, -2.678, -0.816], [-1.362, -1.587, -0.459], [-2.209, -0.836, 0.247], [-1.845, 0.507, 0.728], [-2.505, 1.484, 0.541], [-0.630, 0.575, 1.322], [-5.886, -1.343, -0.315], [-3.991, -3.458, -0.549], [-1.605, -3.422, -1.344], [-1.544, 5.095, 4.396], [-0.235, 4.643, 4.444], [0.212, 3.706, 3.532], [-0.661, 3.204, 2.564], [-1.978, 3.665, 2.509], [-2.411, 4.600, 3.434], [0.031, 2.093, 1.319], [1.742, 1.746, 1.747], [2.750, 2.327, 0.986], [4.070, 2.177, 1.369], [4.380, 1.473, 2.524], [3.372, 0.898, 3.287], [2.050, 1.035, 2.904], [-0.072, 2.622, -0.402], [-0.293, 3.977, -0.634], [-0.274, 4.465, -1.928], [0.001, 3.604, -2.976], [0.212, 2.258, -2.727], [0.174, 1.714, -1.442], [-1.875, 5.845, 5.098], [0.447, 5.024, 5.188], [1.239, 3.376, 3.578], [-2.655, 3.302, 1.753], [-3.427, 4.956, 3.400], [2.498, 2.895, 0.103], [4.855, 2.620, 0.774], [5.410, 1.386, 2.835], [3.612, 0.359, 4.191], [1.254, 0.609, 3.497], [-0.480, 4.634, 0.203], [-0.463, 5.509, -2.116], [0.056, 3.976, -3.987], [0.429, 1.610, -3.569], [4.674, -0.808, -0.312], [3.330, -1.088, 0.266], [2.319, -0.690, -0.343], [3.198, -1.830, 1.508], [4.300, -2.360, 2.191], [4.110, -3.093, 3.344], [2.833, -3.296, 3.846], [1.732, -2.765, 3.187], [1.910, -2.042, 2.029], [4.571, -0.183, -1.196], [5.158, -1.741, -0.596], [5.311, -0.318, 0.418], [5.298, -2.213, 1.815], [4.962, -3.512, 3.854], [2.697, -3.876, 4.745], [0.740, -2.928, 3.578], [1.064, -1.626, 1.499]], "forces_ev_per_angstrom": [[-0.1, 0.4, -0.8], [-0.8, 0.0, 0.1], [0.8, -0.3, -0.3], [-0.1, 0.1, 0.0], [0.2, 0.0, 0.0], [-0.2, 0.5, 0.3], [-0.2, -0.1, -0.1], [0.4, 0.5, 0.5], [-0.5, -1.0, -0.3], [-0.5, 0.4, -0.2], [-0.2, -0.3, 0.0], [0.5, 0.0, 0.1], [0.3, 0.0, 0.2], [-0.1, -0.2, -0.1], [0.0, 0.2, 0.1], [0.2, -0.1, 0.0], [0.0, 0.0, 0.0], [0.1, -0.1, 0.0], [0.3, -0.4, -0.7], [-0.2, 0.1, 0.0], [0.0, 0.0, -0.1], [0.4, 0.3, 0.1], [-0.4, 0.2, -0.1], [-0.1, 0.0, -0.1], [0.0, 0.0, 0.0], [-0.1, 0.0, 0.0], [-0.1, 0.0, 0.1], [-0.1, 0.0, 0.0], [0.1, 0.1, 0.6], [0.0, -0.2, 0.2], [0.1, 0.0, -0.2], [0.0, 0.2, 0.1], [0.1, -0.5, 0.3], [0.0, -0.2, 0.1], [-0.1, 0.0, 0.1], [0.1, 0.0, 0.1], [0.0, 0.0, 0.0], [0.0, 0.0, 0.0], [-0.1, 0.0, -0.1], [0.0, 0.1, -0.1], [0.1, 0.1, 0.0], [0.1, 0.0, 0.1], [0.0, -0.1, 0.1], [0.0, -0.1, 0.1], [0.0, 0.1, 0.0], [0.0, 0.1, 0.0], [0.0, 0.1, -0.1], [0.0, 0.0, -0.2], [0.0, 0.1, -0.2], [0.1, 0.0, -0.1], [0.4, 0.0, 0.4], [-0.4, -0.4, 0.4], [-0.2, 0.2, -0.3], [0.0, 0.0, 0.1], [0.1, 0.0, -0.1], [-0.1, 0.0, 0.0], [0.2, 0.0, -0.3], [0.0, 0.0, 0.0], [0.0, -0.1, 0.0], [0.1, 0.0, 0.1], [0.2, 0.0, -0.1], [0.1, -0.1, 0.1], [0.0, -0.1, 0.1], [-0.1, 0.0, 0.0], [-0.1, 0.0, 0.1]]}